Entry 1:
C39H78NO11Rb as an isolated structure at a distorted geometry. Source: OMol25; level of theory: ωB97M-V/def2-TZVPD.

Structure (XYZ):
```
130
Properties=species:S:1:pos:R:3:mulliken_charge:R:1
Rb -0.237 0.396 0.200 -0.104
C 2.605 0.690 -4.244 -1.609
C 2.558 0.373 -2.740 1.790
C 3.968 -0.060 -2.242 -0.821
C 4.881 1.103 -2.066 -0.988
C 4.248 2.013 -0.986 -0.776
C 2.861 2.633 -1.345 1.925
N 2.035 1.511 -1.905 0.885
O 0.648 1.955 -2.233 -0.594
C 3.157 3.768 -2.344 -1.887
C 2.267 3.172 -0.118 -1.955
C 1.644 -0.897 -2.566 -0.310
H 1.634 0.576 -4.725 0.071
H 3.287 0.011 -4.757 0.396
H 2.826 1.752 -4.357 0.383
H 4.396 -0.653 -3.050 0.625
H 4.035 -0.755 -1.405 -0.362
H 5.005 1.599 -3.028 0.354
H 5.863 0.695 -1.829 0.454
H 4.950 2.808 -0.734 0.559
H 4.116 1.356 -0.126 -0.278
H 3.866 3.429 -3.099 0.371
H 3.607 4.634 -1.858 0.475
H 2.315 4.194 -2.890 0.239
H 1.239 3.514 -0.238 0.255
H 2.901 4.017 0.152 0.440
H 2.126 2.517 0.742 0.077
H 0.625 -0.759 -2.928 -0.847
H 1.421 -1.200 -1.542 -0.162
H 2.063 -1.736 -3.121 0.507
C -4.481 1.254 -5.309 -1.233
C -4.097 2.120 -4.052 0.494
O -4.934 2.478 -3.251 -0.568
C -2.649 2.273 -3.709 -0.337
H -4.423 0.183 -5.110 0.192
H -3.912 1.597 -6.173 0.401
H -5.527 1.436 -5.555 0.380
H -2.466 1.627 -2.851 -0.273
H -2.398 3.305 -3.463 0.494
H -2.033 2.056 -4.582 0.543
C -0.814 2.247 5.569 -0.569
C 0.068 3.399 5.143 0.507
O -0.255 4.530 5.500 -0.636
C 1.304 3.084 4.365 -0.761
H -1.369 2.498 6.473 0.461
H -0.220 1.353 5.758 0.092
H -1.601 1.982 4.863 -0.025
H 1.966 2.368 4.852 0.479
H 1.843 4.029 4.312 0.382
H 1.020 2.781 3.357 0.013
C -1.243 -0.632 -5.148 0.051
C -1.784 -2.044 -5.256 0.748
O -2.847 -2.334 -4.730 -0.562
C -0.994 -3.144 -5.969 -1.315
H -0.391 -0.378 -5.779 0.407
H -1.049 -0.378 -4.106 -0.277
H -2.022 0.095 -5.375 -0.186
H -0.018 -2.715 -6.196 0.343
H -1.409 -3.286 -6.967 0.380
H -0.934 -4.109 -5.467 0.317
C -4.265 -0.911 -1.680 -0.567
C -4.218 0.160 -0.597 0.847
O -3.194 0.339 0.045 0.012
C -5.501 0.998 -0.290 -1.457
H -3.407 -1.571 -1.547 -0.195
H -4.214 -0.604 -2.725 -0.051
H -5.186 -1.488 -1.603 0.488
H -6.187 0.412 0.322 0.408
H -6.050 1.158 -1.218 0.433
H -5.207 1.885 0.272 0.229
C 3.466 -3.662 -0.817 -0.054
C 4.117 -4.778 0.011 0.544
O 5.045 -4.526 0.793 -0.605
C 3.535 -6.127 -0.189 -1.083
H 3.973 -2.735 -0.551 0.021
H 2.417 -3.568 -0.536 -0.422
H 3.628 -3.647 -1.895 0.658
H 4.081 -6.852 0.414 0.334
H 3.694 -6.332 -1.248 0.353
H 2.511 -6.104 0.184 0.220
C -1.286 5.181 1.737 -1.236
C -1.736 4.133 0.810 0.762
O -1.287 2.979 0.840 0.147
C -2.705 4.539 -0.356 -0.907
H -0.735 5.867 1.094 0.369
H -0.689 4.796 2.564 0.054
H -2.096 5.786 2.144 0.408
H -2.288 5.448 -0.790 0.447
H -3.703 4.650 0.067 0.339
H -2.654 3.701 -1.052 -0.116
C -0.269 -4.268 0.942 -0.472
C -0.564 -3.566 -0.412 0.688
O -1.069 -2.456 -0.429 -0.171
C -0.322 -4.216 -1.804 -0.744
H -0.609 -5.300 1.016 0.447
H -0.667 -3.656 1.751 -0.238
H 0.814 -4.238 1.065 -0.013
H -0.799 -3.663 -2.613 -0.053
H -0.755 -5.217 -1.784 0.469
H 0.732 -4.164 -2.074 0.221
C -1.901 -1.127 6.444 -0.402
C -0.462 -1.557 6.669 0.588
O -0.094 -1.795 7.826 -0.621
C 0.411 -1.742 5.430 -0.250
H -2.498 -1.284 7.342 0.374
H -2.293 -1.750 5.639 -0.013
H -1.981 -0.110 6.058 0.006
H -0.134 -2.329 4.690 0.034
H 1.398 -2.176 5.596 0.401
H 0.497 -0.798 4.892 -0.062
C 3.035 -1.782 2.580 -0.719
C 3.087 -0.289 2.697 0.801
O 2.053 0.361 2.559 -0.143
C 4.362 0.347 3.165 -1.612
H 3.900 -2.189 2.056 0.467
H 2.143 -2.036 2.008 -0.159
H 2.974 -2.202 3.584 0.273
H 4.186 1.411 3.326 0.369
H 5.209 0.289 2.481 0.342
H 4.603 0.078 4.193 0.462
C -3.291 -2.082 3.185 -1.613
C -2.778 -0.675 3.124 1.242
O -1.591 -0.359 3.007 -0.097
C -3.865 0.404 3.090 -1.193
H -2.518 -2.763 3.540 0.301
H -3.449 -2.325 2.134 0.393
H -4.177 -2.223 3.804 0.417
H -3.507 1.335 2.650 -0.069
H -4.183 0.514 4.127 0.561
H -4.728 0.140 2.479 0.355
```

Properties
Total charge = 0


Entry 2:
A 13-piece molecular cluster, C39H78O39 overall at a distorted geometry. Source: OMol25; level of theory: ωB97M-V/def2-TZVPD.

Structure (XYZ):
```
156
Properties=species:S:1:pos:R:3:mulliken_charge:R:1
C 5.107 -0.469 -4.295 -0.439
O 4.402 -1.306 -5.115 -0.373
C 3.100 -1.275 -5.179 0.699
O 2.336 -0.570 -4.519 -0.309
O 2.736 -2.132 -6.221 -0.393
C 1.311 -2.053 -6.557 -0.747
H 6.112 -0.814 -4.053 0.272
H 4.540 -0.286 -3.382 0.037
H 5.118 0.482 -4.827 0.359
H 0.612 -2.700 -6.027 0.325
H 1.088 -2.239 -7.608 0.381
H 0.953 -1.039 -6.380 0.217
C -3.254 1.496 -8.094 -0.675
O -2.875 1.180 -6.752 -0.221
C -2.774 -0.118 -6.399 0.543
O -2.976 -1.114 -7.113 -0.597
O -2.527 -0.142 -5.085 0.090
C -1.972 -1.294 -4.533 0.327
H -2.613 0.982 -8.811 0.286
H -3.173 2.573 -8.236 0.218
H -4.273 1.131 -8.226 0.295
H -1.652 -1.108 -3.508 -0.423
H -1.052 -1.614 -5.022 -0.225
H -2.766 -2.040 -4.570 0.417
C 0.717 -0.605 -2.077 -0.057
O 0.044 0.446 -1.383 0.309
C -0.269 0.214 -0.082 -0.095
O 0.160 -0.686 0.675 -0.620
O -1.245 1.032 0.267 0.227
C -2.022 0.883 1.400 0.470
H 1.789 -0.444 -2.198 -0.075
H 0.374 -0.606 -3.112 0.128
H 0.624 -1.549 -1.539 0.084
H -2.961 1.216 0.959 -0.058
H -1.777 1.574 2.207 -0.081
H -2.031 -0.137 1.786 -0.221
C 2.919 -4.687 -4.035 -0.370
O 3.325 -4.620 -2.632 -0.337
C 2.529 -4.187 -1.716 0.916
O 1.360 -3.823 -1.835 -0.549
O 3.119 -4.378 -0.535 -0.416
C 2.543 -4.084 0.721 -0.401
H 2.312 -3.837 -4.346 -0.093
H 2.278 -5.534 -4.278 0.350
H 3.775 -4.648 -4.709 0.294
H 2.956 -4.729 1.497 0.292
H 1.517 -4.440 0.817 0.244
H 2.594 -3.020 0.950 0.077
C 0.396 3.271 -3.039 -0.463
O 1.717 2.767 -3.135 -0.231
C 2.775 3.334 -2.585 0.771
O 2.799 4.367 -1.878 -0.662
O 3.887 2.593 -2.881 -0.152
C 5.194 2.969 -2.456 -0.665
H 0.435 4.360 -3.040 0.486
H -0.089 2.904 -2.135 -0.035
H -0.045 2.914 -3.970 0.187
H 5.927 2.318 -2.932 0.198
H 5.319 2.739 -1.398 0.188
H 5.325 4.047 -2.552 0.385
C 8.626 0.517 0.784 -0.749
O 7.426 0.433 0.107 -0.169
C 6.816 -0.806 -0.017 0.552
O 7.144 -1.874 0.533 -0.627
O 5.794 -0.649 -0.809 0.054
C 5.055 -1.812 -1.159 -1.083
H 8.895 1.563 0.933 0.218
H 9.471 0.013 0.313 0.313
H 8.454 0.052 1.754 0.287
H 5.647 -2.435 -1.828 0.599
H 3.981 -1.726 -1.327 -0.097
H 5.020 -2.557 -0.363 0.736
C -0.526 4.243 1.034 -0.359
O 0.134 3.329 1.842 0.344
C 0.982 3.794 2.818 0.385
O 1.295 5.050 2.840 -0.670
O 1.381 2.813 3.485 0.137
C 2.196 3.043 4.628 -0.925
H -0.677 3.774 0.062 -0.209
H 0.024 5.148 0.776 0.508
H -1.499 4.487 1.460 -0.037
H 1.608 2.845 5.524 0.301
H 2.630 4.042 4.636 0.414
H 3.044 2.376 4.788 0.175
C -2.090 -1.091 4.802 -0.287
O -3.014 -1.182 5.889 -0.263
C -3.310 -2.368 6.360 0.810
O -2.902 -3.506 5.999 -0.608
O -4.042 -2.196 7.499 -0.354
C -4.411 -3.330 8.320 -0.634
H -2.273 -1.579 3.845 -0.050
H -1.159 -1.575 5.099 0.402
H -1.960 -0.029 4.592 0.201
H -3.603 -4.014 8.580 0.289
H -5.184 -3.809 7.719 0.286
H -4.644 -3.005 9.334 0.248
C 3.147 0.603 1.664 -0.769
O 4.331 1.285 1.803 -0.230
C 5.112 1.179 2.867 0.760
O 4.741 0.448 3.822 -0.647
O 6.219 1.881 2.654 -0.250
C 7.283 1.863 3.645 -0.861
H 2.629 0.978 0.782 0.006
H 2.470 0.686 2.513 0.374
H 3.388 -0.416 1.360 0.441
H 8.127 2.491 3.359 0.307
H 7.684 0.868 3.835 0.353
H 6.930 2.105 4.647 0.336
C -4.779 4.626 0.319 -0.638
O -4.763 3.303 -0.050 -0.231
C -3.971 2.973 -1.116 0.939
O -3.166 3.754 -1.577 -0.668
O -4.317 1.788 -1.663 -0.133
C -3.912 1.365 -2.977 -0.921
H -3.855 4.920 0.817 0.151
H -5.650 4.725 0.967 0.228
H -4.984 5.276 -0.531 0.338
H -3.112 0.638 -2.837 0.204
H -3.587 2.136 -3.676 0.463
H -4.723 0.779 -3.409 0.356
C -4.450 2.905 3.623 -0.594
O -3.215 3.559 3.566 0.088
C -2.859 4.358 4.528 0.687
O -3.434 4.483 5.597 -0.633
O -1.706 4.929 4.214 -0.238
C -0.941 5.655 5.205 -0.827
H -4.748 2.478 4.581 0.377
H -4.346 2.183 2.813 0.016
H -5.254 3.611 3.412 0.270
H -1.616 6.027 5.976 0.438
H -0.427 6.511 4.768 0.270
H -0.137 5.049 5.624 0.210
C -1.604 -3.133 0.224 -0.108
O -2.482 -3.962 -0.353 -0.210
C -2.676 -5.085 0.115 0.737
O -1.994 -5.703 0.843 -0.601
O -3.783 -5.536 -0.386 -0.298
C -4.146 -6.903 -0.315 -0.809
H -1.871 -2.144 -0.147 -0.236
H -0.583 -3.340 -0.099 0.276
H -1.639 -3.079 1.312 0.238
H -3.317 -7.557 -0.044 0.355
H -4.669 -7.294 -1.188 0.258
H -4.883 -6.958 0.486 0.295
C -4.592 -3.466 2.693 -0.665
O -5.328 -3.057 1.595 -0.396
C -5.129 -1.854 1.097 0.604
O -4.184 -1.083 1.421 -0.239
O -6.064 -1.628 0.198 -0.411
C -6.059 -0.452 -0.600 -0.220
H -4.474 -4.533 2.880 0.413
H -4.984 -3.056 3.624 0.387
H -3.598 -3.043 2.841 -0.022
H -7.006 -0.466 -1.138 0.223
H -5.247 -0.558 -1.319 0.053
H -5.905 0.447 -0.003 0.176
```

Properties
Total charge = 0


Entry 3:
C39H82BN14O5P3S as an isolated structure at a distorted geometry. Source: OMol25; level of theory: ωB97M-V/def2-TZVPD.

Structure (XYZ):
```
145
Properties=species:S:1:pos:R:3:mulliken_charge:R:1
C -1.040 -6.047 4.682 -1.234
C -0.346 -5.586 3.399 0.685
C -0.746 -6.301 2.091 -1.200
N 0.555 -4.666 3.429 -0.484
C 0.260 -3.551 2.557 0.258
C -0.680 -2.692 2.994 -0.492
C -0.995 -1.569 2.166 0.989
N -1.911 -0.655 2.494 -0.815
S -1.862 0.339 1.195 0.008
N -0.758 -0.339 0.266 -0.134
C -0.312 -1.444 0.894 0.321
C 0.680 -2.376 0.416 -1.062
B 1.338 -2.159 -1.025 0.181
O 2.609 -2.710 -1.309 -0.549
N 0.712 -1.365 -2.069 1.034
C 1.371 -1.696 -3.365 -1.322
C -0.732 -1.699 -2.261 -0.976
C 0.964 -3.426 1.270 0.782
C 1.974 -4.515 0.935 -1.390
C 3.439 -4.139 1.260 -1.039
C 3.626 -3.450 2.637 -0.637
N 4.302 -2.150 2.432 -0.247
C 4.779 -1.587 3.695 -1.114
C 3.855 -0.483 4.229 0.150
C 2.810 0.023 3.460 -0.067
C 1.992 1.001 4.009 -1.087
C 2.215 1.492 5.290 -0.719
C 3.255 0.984 6.049 -0.578
C 4.080 0.004 5.506 0.788
O 5.124 -0.511 6.254 -0.582
H -1.833 -5.313 4.885 0.253
H -0.339 -6.132 5.520 0.336
H -1.533 -7.004 4.461 0.406
H -1.187 -5.611 1.358 0.239
H 0.112 -6.831 1.655 0.295
H -1.491 -7.066 2.352 0.432
H -1.220 -2.796 3.935 0.512
H 2.471 -3.629 -1.571 0.297
H 0.811 -1.246 -4.203 0.285
H 2.387 -1.287 -3.425 0.302
H 1.393 -2.781 -3.568 0.420
H -1.150 -2.368 -1.497 0.206
H -0.933 -2.110 -3.260 0.536
H -1.313 -0.762 -2.206 0.012
H 1.737 -5.403 1.537 0.279
H 1.865 -4.834 -0.112 0.629
H 4.021 -5.079 1.283 0.428
H 3.916 -3.517 0.494 0.405
H 4.288 -4.062 3.286 0.416
H 2.685 -3.330 3.190 0.497
H 5.145 -2.393 1.916 0.279
H 5.795 -1.165 3.604 0.488
H 4.843 -2.349 4.499 0.333
H 2.637 -0.357 2.452 0.744
H 1.163 1.438 3.451 0.515
H 1.584 2.263 5.732 0.411
H 3.448 1.322 7.070 0.342
H 4.820 -0.527 7.171 0.300
O -2.253 1.320 -4.235 -0.852
P -1.396 2.489 -4.690 0.788
N -1.155 3.195 -3.146 0.353
C -1.030 4.604 -2.849 -0.904
C -0.233 2.432 -2.308 -1.076
N -2.676 3.274 -5.582 0.295
C -3.690 4.036 -4.866 -1.075
C -3.334 2.371 -6.524 -1.138
N -0.189 3.565 -5.460 0.091
C -0.533 4.727 -6.261 -0.857
C 0.826 2.773 -6.185 -1.122
H -0.049 5.015 -3.127 0.293
H -1.160 4.765 -1.776 0.344
H -1.800 5.204 -3.328 0.204
H 0.811 2.610 -2.598 0.204
H -0.427 1.361 -2.390 0.102
H -0.352 2.692 -1.254 0.364
H -4.068 3.506 -3.982 0.305
H -4.539 4.255 -5.517 0.374
H -3.312 5.013 -4.563 0.247
H -4.057 1.712 -6.031 0.298
H -2.600 1.741 -7.034 0.359
H -3.856 2.945 -7.295 0.368
H -1.036 4.470 -7.198 0.285
H 0.386 5.267 -6.510 0.394
H -1.153 5.429 -5.708 0.255
H 0.413 2.321 -7.094 0.331
H 1.199 1.965 -5.546 0.331
H 1.686 3.388 -6.457 0.374
O 3.076 4.895 0.782 -0.880
P 4.428 4.210 0.772 1.101
N 5.383 5.626 0.984 0.055
C 6.695 5.869 0.431 -0.835
C 5.313 6.170 2.336 -1.119
N 4.338 3.722 -0.903 0.384
C 4.596 4.696 -1.953 -1.275
C 3.100 3.009 -1.207 -1.702
N 5.832 3.132 1.019 0.077
C 6.542 2.462 -0.057 -0.812
C 5.547 2.147 2.084 -1.425
H 7.490 5.321 0.957 0.296
H 6.930 6.935 0.500 0.373
H 6.756 5.627 -0.628 0.150
H 5.941 5.595 3.033 0.325
H 4.287 6.149 2.709 0.320
H 5.635 7.213 2.354 0.357
H 4.087 5.652 -1.775 0.351
H 4.267 4.315 -2.922 0.340
H 5.665 4.878 -2.073 0.292
H 2.253 3.690 -1.340 0.570
H 2.846 2.311 -0.404 0.307
H 3.219 2.418 -2.120 0.608
H 5.938 1.706 -0.567 0.212
H 7.422 1.962 0.361 0.378
H 6.920 3.168 -0.793 0.261
H 4.821 1.396 1.753 0.485
H 5.130 2.652 2.963 0.344
H 6.457 1.640 2.411 0.462
O -5.061 -3.650 1.702 -0.943
P -5.908 -2.748 0.823 0.975
N -6.504 -1.730 2.073 0.080
C -7.806 -1.106 2.134 -0.854
C -5.492 -0.814 2.587 -1.021
N -7.051 -3.995 0.387 0.194
C -8.087 -4.386 1.333 -1.098
C -6.397 -5.196 -0.126 -1.158
N -6.558 -1.688 -0.461 0.072
C -7.771 -1.972 -1.210 -0.880
C -5.490 -1.308 -1.412 -1.106
H -7.896 -0.240 1.463 0.302
H -7.996 -0.754 3.152 0.358
H -8.614 -1.798 1.911 0.191
H -5.345 0.036 1.902 0.302
H -4.534 -1.321 2.705 0.240
H -5.767 -0.429 3.571 0.381
H -7.699 -4.520 2.351 0.313
H -8.559 -5.322 1.026 0.379
H -8.900 -3.658 1.354 0.255
H -5.992 -5.823 0.676 0.332
H -5.572 -4.932 -0.793 0.358
H -7.104 -5.792 -0.708 0.364
H -7.683 -2.851 -1.854 0.278
H -8.000 -1.111 -1.846 0.391
H -8.630 -2.098 -0.555 0.271
H -5.189 -2.154 -2.041 0.312
H -4.606 -0.962 -0.867 0.235
H -5.808 -0.488 -2.057 0.477
```

Properties
Total charge = 0


no.,DFT total energy (a.u.),LUMO energy (eV),HOMO energy (eV)
1,-2439.15899,-0.11,-5.03
2,-4467.05962,0.45,-10.25
3,-4124.88547,-0.32,-7.96